[1]
Formula: C4H8O4
Source: the Open Molecules 2025 dataset
Level of theory: ωB97M-V/def2-TZVPD

Each line ends with the Löwdin charge.
Geometry (Å):
C -0.3654 0.0128 1.8105  0.003
C -0.2291 -0.9625 0.6912  -0.335
O -0.3750 -2.1517 0.7962  0.116
C 0.0517 -0.3930 -0.7617  -0.567
C -0.7517 0.8608 -1.0876  0.016
O -0.2126 -1.3776 -1.6857  0.065
O 1.4556 -0.1819 -0.8424  -0.046
O 1.9416 0.8310 0.0868  -0.014
H -0.3798 -0.5178 2.7594  0.092
H -1.2856 0.5825 1.6939  0.095
H 0.4622 0.7177 1.7980  0.078
H -0.4414 1.6870 -0.4554  0.082
H -0.5813 1.1146 -2.1314  0.096
H -1.8077 0.6484 -0.9475  0.098
H -0.0197 -2.2354 -1.2671  0.112
H 2.5381 1.3651 -0.4573  0.110

HOMO = -9.693 eV
energy above the lowest of the compared OMol25 structures with the same formula, charge and spin = 4.313 eV
2S+1 = 1
LUMO = 0.67 eV
Kohn-Sham gap = 10.3627 eV

---

[2]
Formula: C4H8O4
Source: the Open Molecules 2025 dataset
Level of theory: ωB97M-V/def2-TZVPD

Each line ends with the Löwdin charge.
Geometry (Å):
C 0.9655 -2.7650 -0.4407  0.009
C 0.2674 -1.5690 0.0909  -0.561
O 0.8050 -0.7869 0.8471  0.076
O -0.8858 -1.2961 -0.5189  0.096
H 0.6113 -3.3754 -1.2070  0.063
H 1.0748 -3.4633 0.3091  0.059
H 2.0362 -2.5603 -0.6789  0.112
H -1.4314 -0.6302 -0.0446  0.078
C 0.0254 2.4710 -0.6177  -0.020
O -0.2052 2.5077 0.7963  -0.011
C -0.8992 1.5675 1.3370  -0.365
O -1.6756 0.8591 0.7562  0.051
H -0.9400 2.2648 -1.0646  0.093
H 0.6438 1.6696 -0.9074  0.074
H 0.5070 3.3883 -1.0202  0.110
H -0.8991 1.7181 2.3634  0.134

HOMO = -10.285 eV
energy above the lowest of the compared OMol25 structures with the same formula, charge and spin = 1.826 eV
2S+1 = 1
LUMO = 0.88 eV
Kohn-Sham gap = 11.1628 eV

---

[3]
Formula: C4H8O5S
Source: the Open Molecules 2025 dataset
Level of theory: ωB97M-V/def2-TZVPD

Each line ends with the Löwdin charge.
Geometry (Å):
C -0.5393 0.8842 0.5788  -0.046
C 2.0854 0.5207 -0.9407  -0.139
C 0.8507 -0.3093 -0.4498  -0.039
C -1.6527 -0.0943 1.0253  -0.714
O -2.5377 2.5588 0.2197  -0.309
O -0.8361 2.5527 -1.6802  -0.293
O -2.7042 0.4368 1.8419  0.045
O -1.0142 -1.1065 1.7743  0.086
O -2.2658 -0.6014 -0.1391  0.010
S -1.4147 1.9799 -0.4906  0.870
H 1.9478 1.4708 -1.4747  0.069
H 2.8450 0.7208 -0.2122  0.058
H 2.4649 -0.2001 -1.6129  0.050
H 1.3525 -1.0124 0.2109  0.076
H 0.3617 -0.7661 -1.3411  0.093
H -2.8268 1.3508 1.7081  0.039
H -1.3695 -1.1420 2.5789  0.034
H -2.9833 -1.1474 0.1757  0.108

HOMO (spin up / spin down) = -9.563 / -9.561 eV
energy above the lowest of the compared OMol25 structures with the same formula, charge and spin = 4.219 eV
2S+1 = 1
LUMO (spin up / spin down) = -1.06 / -1.06 eV
Kohn-Sham gap (spin up / spin down) = 8.5062 / 8.5033 eV

---

[4]
Formula: C4H8OS
Source: the Open Molecules 2025 dataset
Level of theory: ωB97M-V/def2-TZVPD

Each line ends with the Löwdin charge.
Geometry (Å):
C 0.1261 1.4448 -0.3035  -0.076
C -0.3209 0.2089 0.4126  -0.462
C -1.4045 -0.4325 -0.3752  -0.660
S -2.9969 -0.5303 -0.0619  0.681
C 0.7138 -0.8879 0.6116  -0.258
O 1.1035 -1.3865 -0.6300  -0.065
H 0.4773 1.3667 -1.3444  0.090
H -0.7102 2.1821 -0.3296  0.096
H 0.9622 1.9080 0.2365  0.083
H -0.8173 0.4420 1.3701  0.133
H -0.9734 -1.0240 -1.1982  0.069
H 1.6333 -0.5632 1.2100  0.150
H 0.2050 -1.6603 1.1821  0.119
H 2.0019 -1.0679 -0.7801  0.101

HOMO = -8.511 eV
energy above the lowest of the compared OMol25 structures with the same formula, charge and spin = 1.225 eV
2S+1 = 1
LUMO = 0.02 eV
Kohn-Sham gap = 8.5277 eV

---

[5]
Formula: C4H8OS
Source: the Open Molecules 2025 dataset
Level of theory: ωB97M-V/def2-TZVPD

Each line ends with the Löwdin charge.
Geometry (Å):
C -1.3816 1.2078 -0.1550  -0.086
C -0.3640 0.0016 -0.3141  -0.676
S -1.1813 -1.6758 -0.0709  0.705
C 0.9018 -0.0723 0.4074  -0.268
C 2.0120 -0.8031 -0.2295  -0.270
O 3.1523 -0.4342 -0.0806  0.053
H -1.1993 1.7905 0.8182  0.097
H -2.3541 0.7980 -0.1948  0.034
H -0.9964 1.9592 -0.9028  0.092
H -0.2435 -0.0704 -1.3408  0.054
H -1.9715 -1.4571 1.0127  -0.135
H 1.1450 0.9973 0.4929  0.133
H 0.6876 -0.4724 1.3962  0.121
H 1.7931 -1.7689 -0.8390  0.146

HOMO = -9.285 eV
energy above the lowest of the compared OMol25 structures with the same formula, charge and spin = 1.368 eV
2S+1 = 1
LUMO = 0.79 eV
Kohn-Sham gap = 10.0712 eV

---

[6]
Formula: C4H8OS
Source: the Open Molecules 2025 dataset
Level of theory: ωB97M-V/def2-TZVPD

Each line ends with the Löwdin charge.
Geometry (Å):
C -2.0624 0.6473 0.3472  -0.147
O -1.3987 0.2394 -0.7914  -0.177
C -0.2753 -0.4502 -0.5334  -0.363
C 0.9159 0.2987 -0.1981  -0.836
C 2.0891 -0.5345 0.1169  -0.133
S 0.9170 1.9160 -0.2771  0.792
H -2.2120 -0.0860 1.1522  0.093
H -3.0711 1.0486 0.1532  0.102
H -1.5229 1.4123 0.8577  0.041
H -0.4587 -1.4035 0.1066  0.175
H 0.0095 -0.7644 -1.5401  0.148
H 2.0961 -1.2536 -0.6985  0.077
H 1.8537 -1.0601 1.1111  0.116
H 3.1199 -0.0100 0.1938  0.111

HOMO = -8.482 eV
energy above the lowest of the compared OMol25 structures with the same formula, charge and spin = 1.840 eV
2S+1 = 1
LUMO = 0.07 eV
Kohn-Sham gap = 8.5552 eV

---

[7]
Formula: C4H8OS
Source: the Open Molecules 2025 dataset
Level of theory: ωB97M-V/def2-TZVPD

Each line ends with the Löwdin charge.
Geometry (Å):
S -0.9754 -0.9291 -1.7026  0.741
C -0.3274 -0.8539 -0.0468  -0.741
C -0.8550 0.5463 0.4590  -0.253
C 0.3061 1.4702 0.0814  -0.170
O 1.4652 0.5740 -0.4723  -0.181
C 1.1071 -0.6671 0.3079  -0.216
H -0.4445 -2.1937 -2.1273  -0.083
H -0.8378 -1.6011 0.5033  0.075
H -1.8217 0.9955 -0.0141  0.133
H -0.9076 0.4986 1.5467  0.097
H 0.0443 2.2088 -0.8744  0.161
H 0.6050 2.1516 0.8739  0.095
H 0.8082 -0.7026 1.5631  0.191
H 1.8334 -1.4975 -0.0976  0.152

HOMO = -9.065 eV
energy above the lowest of the compared OMol25 structures with the same formula, charge and spin = 2.860 eV
2S+1 = 1
LUMO = 0.74 eV
Kohn-Sham gap = 9.8048 eV

---

[8]
Formula: C4H8OS
Source: the Open Molecules 2025 dataset
Level of theory: ωB97M-V/def2-TZVPD

Each line ends with the Löwdin charge.
Geometry (Å):
C 1.1990 -1.0473 -0.6234  -0.107
O 0.9051 -0.6347 0.7138  -0.203
C -0.1907 0.3554 0.7612  -0.464
C -0.1200 1.4586 -0.2389  -0.085
C -1.3893 -0.5442 0.6589  -0.628
S -2.8115 -0.4289 -0.1285  0.696
H 1.8758 -0.3827 -1.1903  0.100
H 1.6658 -1.9567 -0.3896  0.071
H 0.2603 -1.3040 -1.1403  0.091
H -0.0206 0.6568 1.8207  0.162
H -0.1548 1.0025 -1.2806  0.095
H -0.9967 2.1736 -0.1079  0.103
H 0.8093 2.0462 -0.1051  0.091
H -1.0318 -1.3948 1.2500  0.077

HOMO = -8.871 eV
energy above the lowest of the compared OMol25 structures with the same formula, charge and spin = 1.885 eV
2S+1 = 1
LUMO = -0.35 eV
Kohn-Sham gap = 8.5195 eV

---

[9]
Formula: C4H8OS
Source: the Open Molecules 2025 dataset
Level of theory: ωB97M-V/def2-TZVPD

Each line ends with the Löwdin charge.
Geometry (Å):
C 2.5046 -0.4820 1.2729  0.008
C 1.2529 -0.0613 1.0644  -0.335
O 0.5664 0.1367 -0.0519  -0.196
C -1.0395 0.0379 -0.1010  -0.586
C -1.5686 0.9238 -1.1942  -0.127
S -1.1836 -1.7312 -0.5412  0.753
H 2.6991 -0.5813 2.3521  0.053
H 3.2284 -0.7556 0.5272  0.046
H 0.6848 0.2210 1.9897  0.117
H -1.2885 0.2019 0.9293  0.089
H -1.2899 2.0825 -1.0686  0.135
H -1.0743 0.7478 -2.1462  0.070
H -2.5991 0.7810 -1.1295  0.051
H -0.8928 -1.5211 -1.9030  -0.078

HOMO = -8.446 eV
energy above the lowest of the compared OMol25 structures with the same formula, charge and spin = 2.286 eV
2S+1 = 1
LUMO = 0.81 eV
Kohn-Sham gap = 9.2580 eV

---

[10]
Formula: C4H8OS
Source: the Open Molecules 2025 dataset
Level of theory: ωB97M-V/def2-TZVPD

Each line ends with the Löwdin charge.
Geometry (Å):
O 0.1531 -0.0835 -1.6522  -0.135
C -0.0362 -0.8297 -0.3766  -0.410
C 1.3328 -0.6209 0.2573  -0.190
C 0.8138 0.6573 0.8066  -0.195
C -0.7209 0.0939 0.5800  -0.436
S -1.7977 1.4208 -0.4496  0.635
H -0.5053 0.2616 -2.1998  0.004
H -0.4135 -1.7908 -0.4425  0.109
H 2.1469 -0.6220 -0.7602  0.184
H 1.8840 -1.3910 1.1249  0.175
H 0.9013 1.5069 0.0529  0.118
H 0.8633 0.8023 1.9304  0.120
H -1.4754 -0.2927 1.3750  0.123
H -3.1462 0.8877 -0.2462  -0.103

HOMO = -9.095 eV
energy above the lowest of the compared OMol25 structures with the same formula, charge and spin = 3.947 eV
2S+1 = 1
LUMO = 0.71 eV
Kohn-Sham gap = 9.8021 eV

---

[11]
Formula: C4H8P2
Source: the Open Molecules 2025 dataset
Level of theory: ωB97M-V/def2-TZVPD

Each line ends with the Löwdin charge.
Geometry (Å):
C -0.9978 0.5978 -0.4823  -0.727
C 0.1207 -0.6630 0.3963  -0.345
C 0.9633 -1.1019 -0.7502  -0.159
C 0.3896 -1.1104 1.6902  -0.018
P -1.7388 1.9429 0.5556  0.572
P -0.0472 2.2712 -0.8001  0.581
H -1.4885 -0.1580 -1.1676  0.055
H 0.1023 -1.4825 -1.3026  0.064
H 1.3354 -0.1404 -1.2233  0.060
H 1.7474 -1.8657 -0.6968  0.081
H 1.2959 -1.7673 1.8178  0.059
H -0.3613 -0.9627 2.5877  0.078
H -2.4854 2.5859 -0.4086  -0.162
H 1.1644 1.8541 -0.2161  -0.139

HOMO = -9.158 eV
energy above the lowest of the compared OMol25 structures with the same formula, charge and spin = 3.497 eV
2S+1 = 1
LUMO = 0.66 eV
Kohn-Sham gap = 9.8207 eV

---

[12]
Formula: C4H8S
Source: the Open Molecules 2025 dataset
Level of theory: ωB97M-V/def2-TZVPD

Each line ends with the Löwdin charge.
Geometry (Å):
C -0.6220 -1.9330 -0.3515  -0.039
C -0.1031 -0.7358 -0.3557  -0.645
C 1.0163 -0.4229 -1.3368  -0.138
S -0.7690 0.7370 0.5514  0.817
C 0.8246 1.3692 1.0001  -0.475
H -0.2656 -2.6248 -1.0538  0.037
H -1.4429 -2.3653 0.3151  0.092
H 0.6621 0.3147 -2.1408  0.106
H 1.1567 -1.2590 -2.0181  0.065
H 1.9346 -0.0113 -0.8662  0.069
H 0.7039 2.2456 1.7100  0.060
H 1.5256 0.5933 1.3856  0.057
H 1.3349 1.6500 0.1092  -0.005

HOMO = -8.547 eV
energy above the lowest of the compared OMol25 structures with the same formula, charge and spin = 0.729 eV
2S+1 = 1
LUMO = 0.94 eV
Kohn-Sham gap = 9.4825 eV

---

[13]
Formula: C4H8S
Source: the Open Molecules 2025 dataset
Level of theory: ωB97M-V/def2-TZVPD

Each line ends with the Löwdin charge.
Geometry (Å):
C -1.6552 0.1436 0.9882  -0.164
C -0.2252 0.8936 0.5116  -0.484
C 0.9833 -0.0100 0.2878  -0.789
C 1.0381 -1.3510 0.7024  -0.221
H -2.0169 0.4081 2.0863  0.082
H -1.3292 -0.9599 0.6817  0.041
H -2.4652 0.7779 0.2718  0.114
H 0.2011 2.0350 0.3472  0.137
H 1.9017 0.5943 -0.0141  0.098
H -0.0560 -1.6027 1.6392  0.169
H 1.2529 -2.2623 -0.4704  0.189
H 2.5072 -1.2955 1.7047  0.182
S -0.0526 0.2655 -1.3242  0.646

HOMO = -8.599 eV
energy above the lowest of the compared OMol25 structures with the same formula, charge and spin = 8.092 eV
2S+1 = 1
LUMO = 0.09 eV
Kohn-Sham gap = 8.6851 eV

---

[14]
Formula: C4H8S2
Source: the Open Molecules 2025 dataset
Level of theory: ωB97M-V/def2-TZVPD

Each line ends with the Löwdin charge.
Geometry (Å):
C 1.1649 -1.7885 1.4234  -0.429
C -0.7660 0.0582 0.7504  -0.670
C -1.8368 0.8202 -0.0797  -0.196
C -0.4417 1.4224 0.0106  -0.653
H 2.0009 -2.3920 0.7370  0.034
H 1.3464 -0.3520 1.9185  0.178
H 0.3443 -2.6573 2.3847  0.147
H -1.0132 0.0892 1.9781  0.162
H -2.0472 0.2712 -0.9439  0.058
H -2.7465 1.3004 0.3968  0.124
H -0.3859 2.2153 0.7508  0.076
H 1.5395 -0.0991 -1.1131  -0.032
S -0.2040 -1.5247 0.0249  0.635
S 0.9690 1.4341 -1.1959  0.566

HOMO = -8.556 eV
energy above the lowest of the compared OMol25 structures with the same formula, charge and spin = 7.043 eV
2S+1 = 1
LUMO = 0.09 eV
Kohn-Sham gap = 8.6475 eV

---

[15]
Formula: C4H8S2
Source: the Open Molecules 2025 dataset
Level of theory: ωB97M-V/def2-TZVPD

Each line ends with the Löwdin charge.
Geometry (Å):
C -2.0618 0.8680 -0.0605  -0.143
C -1.0324 -0.2505 -0.0660  -0.703
S -1.4464 -1.9338 -0.0016  0.670
C 0.3925 0.2280 -0.0541  -0.339
C 1.2978 -0.9974 -0.0750  -0.665
S 3.0725 -0.6151 -0.0859  0.672
H -2.7600 1.1004 0.8063  0.095
H -2.8408 0.7359 -0.9209  0.110
H -1.4306 1.8057 -0.1565  0.078
H 0.5705 0.8321 0.8379  0.118
H 0.8032 1.0398 -0.7434  0.142
H 1.0546 -1.4732 -1.0912  0.090
H 1.0734 -1.6578 0.7318  0.022
H 3.3076 0.3181 0.8791  -0.147

HOMO = -8.696 eV
energy above the lowest of the compared OMol25 structures with the same formula, charge and spin = 1.874 eV
2S+1 = 1
LUMO = -0.59 eV
Kohn-Sham gap = 8.1019 eV